Record 1
Computed, not measured: a 4-piece molecular cluster, C29H58N2O12P3Si overall at a distorted geometry, with wB97M-V/def2-TZVPD.

The geometry in ORCA input format:
```
! RIJCOSX wB97M-V def2-TZVPD def2/J DEFGRID3
* xyz 1 1
C -0.892 3.321 2.157
Si 0.942 3.005 1.616
C 1.105 1.079 1.476
C 2.218 3.736 2.885
C 1.862 3.389 4.421
C 3.236 2.820 5.082
C 3.152 1.202 4.941
C 4.605 0.513 4.844
C 4.681 -0.258 3.435
C 5.417 -1.699 3.517
C 4.930 -2.623 2.297
N 5.020 -1.925 0.944
C 6.302 -1.371 0.652
C 6.472 -0.633 -0.728
C 5.200 -0.600 -1.654
C 3.935 -1.311 -1.026
N 3.906 -1.955 0.229
C 1.354 3.894 -0.062
C 2.764 3.530 -0.662
C 3.186 4.229 -1.977
C 2.231 5.249 -2.644
C 0.827 5.588 -2.065
C 0.375 4.904 -0.743
H -1.447 2.341 2.402
H -1.451 3.786 1.271
H -0.964 3.970 3.096
H 0.352 0.615 0.752
H 0.918 0.569 2.499
H 2.159 0.785 1.121
H 3.257 3.399 2.549
H 2.178 4.882 2.729
H 1.673 4.399 4.949
H 0.983 2.671 4.521
H 3.261 3.094 6.200
H 4.177 3.257 4.609
H 2.598 0.770 5.841
H 2.496 1.020 4.006
H 5.395 1.358 4.871
H 4.835 -0.145 5.756
H 5.289 0.395 2.723
H 3.642 -0.448 2.962
H 6.555 -1.635 3.550
H 5.087 -2.219 4.491
H 3.858 -2.966 2.472
H 5.640 -3.520 2.237
H 7.188 -1.441 1.367
H 7.443 -0.143 -1.057
H 5.199 -0.115 -2.683
H 2.996 -1.304 -1.691
H 3.431 2.771 -0.116
H 4.218 3.994 -2.395
H 2.618 5.758 -3.600
H 0.136 6.355 -2.567
H -0.629 5.146 -0.267
C -7.639 3.957 -1.359
O -6.334 4.157 -0.827
P -5.488 2.854 -0.450
O -6.071 1.562 -0.881
O -5.261 3.000 1.129
C -6.420 3.051 1.947
O -4.044 3.177 -1.051
C -3.114 2.104 -1.092
H -8.175 4.906 -1.337
H -7.568 3.610 -2.392
H -8.194 3.229 -0.762
H -7.175 2.338 1.605
H -6.835 4.061 1.932
H -6.138 2.802 2.970
H -3.203 1.591 -2.052
H -3.285 1.393 -0.280
H -2.104 2.508 -0.998
C -6.005 -2.716 1.064
O -6.269 -3.157 -0.261
P -5.014 -3.588 -1.155
O -3.716 -3.672 -0.440
O -5.049 -2.547 -2.371
C -4.934 -1.169 -2.045
O -5.506 -4.946 -1.834
C -4.529 -5.719 -2.517
H -6.901 -2.235 1.457
H -5.752 -3.571 1.695
H -5.187 -1.991 1.077
H -4.189 -1.011 -1.261
H -5.902 -0.787 -1.714
H -4.628 -0.622 -2.938
H -4.090 -6.438 -1.822
H -3.742 -5.091 -2.938
H -5.016 -6.263 -3.327
C -0.641 -3.905 -2.205
O 0.328 -3.434 -3.137
P 0.895 -4.487 -4.201
O 0.206 -5.797 -4.234
O 2.462 -4.555 -3.860
C 2.820 -4.978 -2.555
O 0.865 -3.665 -5.568
C 1.090 -4.396 -6.768
H -0.750 -3.168 -1.409
H -1.602 -4.035 -2.705
H -0.323 -4.851 -1.761
H 2.190 -5.807 -2.223
H 2.723 -4.141 -1.859
H 3.859 -5.308 -2.566
H 0.132 -4.740 -7.163
H 1.744 -5.255 -6.598
H 1.558 -3.736 -7.498
*
```

Properties
- F_max: 5.4 eV/Å
- E_tot: -94300.4543 eV
- HOMO energy: -10.6 eV

Results of the Mulliken charge analysis, in e, for atoms 1 through 2:
1 C -0.86
2 Si 0.08

Record 2
Computed, not measured: a 17-piece molecular cluster, C40H53Cl48N2Si overall at a distorted geometry, with wB97M-V/def2-TZVPD.

The geometry in ORCA input format:
```
! RIJCOSX wB97M-V def2-TZVPD def2/J DEFGRID3
* xyz 1 1
C 10.636 1.632 -0.994
C 10.696 0.872 -1.935
C 10.580 -0.051 -3.147
C 9.883 0.745 -4.321
C 8.367 0.329 -4.538
C 7.441 1.497 -4.119
C 7.061 2.409 -5.101
C 6.187 3.480 -4.737
C 5.699 3.709 -3.432
C 4.721 4.889 -3.342
N 5.252 6.153 -2.797
C 5.591 7.097 -3.884
C 6.127 2.805 -2.365
C 5.734 2.957 -0.961
C 4.948 4.092 -0.356
C 5.807 5.002 0.653
C 6.295 6.354 0.077
C 6.711 7.237 1.325
C 7.612 6.101 -0.714
N 6.117 1.988 -0.092
Si 5.754 1.788 1.682
C 5.193 -0.028 1.903
C 4.535 2.840 2.603
C 7.437 1.885 2.588
C 6.911 0.928 -0.504
C 7.368 0.759 -1.770
C 6.973 1.709 -2.789
H 10.653 2.393 -0.223
H 11.585 -0.410 -3.435
H 9.961 -0.918 -2.863
H 10.434 0.483 -5.243
H 10.006 1.828 -4.156
H 8.108 -0.555 -3.935
H 8.245 0.185 -5.623
H 7.417 2.280 -6.133
H 5.901 4.134 -5.586
H 3.797 4.542 -2.828
H 4.347 5.134 -4.366
H 4.452 6.592 -2.338
H 4.697 7.540 -4.366
H 6.143 7.937 -3.407
H 6.277 6.656 -4.618
H 4.473 4.832 -1.004
H 4.075 3.643 0.170
H 6.701 4.465 1.025
H 5.087 5.240 1.462
H 5.539 6.946 -0.460
H 7.447 6.638 1.898
H 5.846 7.573 1.919
H 7.289 8.086 0.901
H 7.442 5.463 -1.604
H 8.291 5.532 -0.040
H 8.128 7.045 -0.982
H 4.599 -0.378 1.031
H 4.577 -0.141 2.833
H 6.097 -0.648 2.056
H 4.319 2.347 3.577
H 3.542 2.904 2.108
H 4.906 3.846 2.882
H 7.300 2.012 3.676
H 8.013 0.977 2.321
H 7.990 2.752 2.162
H 7.256 0.159 0.204
H 8.016 -0.075 -2.040
C 0.850 0.526 2.412
Cl 1.677 1.231 3.805
Cl 1.623 1.034 0.902
Cl 0.824 -1.231 2.532
H -0.173 0.883 2.406
C -2.710 -2.112 4.192
Cl -2.273 -0.480 3.674
Cl -3.434 -2.078 5.800
Cl -3.808 -2.863 3.029
H -1.805 -2.708 4.237
C -5.919 1.219 2.407
Cl -4.946 0.977 0.953
Cl -5.385 0.141 3.696
Cl -5.840 2.905 2.934
H -6.950 0.984 2.170
C -5.602 -5.988 2.428
Cl -5.718 -6.953 3.902
Cl -4.565 -6.790 1.241
Cl -7.204 -5.691 1.753
H -5.155 -5.033 2.679
C -6.745 -10.306 1.252
Cl -6.857 -11.262 2.732
Cl -5.687 -11.094 0.078
Cl -8.350 -10.036 0.563
H -6.317 -9.341 1.502
C -6.647 5.657 0.639
Cl -6.150 5.410 -1.038
Cl -6.112 7.239 1.220
Cl -8.396 5.493 0.802
H -6.176 4.894 1.247
C -11.442 -6.256 2.194
Cl -12.465 -6.121 0.760
Cl -9.950 -7.112 1.816
Cl -11.081 -4.655 2.861
H -11.982 -6.822 2.944
C -12.341 -2.456 0.189
Cl -11.857 -2.695 -1.495
Cl -11.828 -0.867 0.764
Cl -14.085 -2.650 0.368
H -11.852 -3.211 0.793
C -12.057 -10.406 0.273
Cl -12.065 -10.056 2.006
Cl -13.635 -11.011 -0.242
Cl -11.611 -8.969 -0.650
H -11.318 -11.176 0.085
C -15.925 -12.542 2.433
Cl -16.871 -11.053 2.540
Cl -15.205 -12.935 3.996
Cl -16.928 -13.876 1.856
H -15.123 -12.387 1.719
C 6.452 7.119 -7.995
Cl 5.486 8.322 -7.141
Cl 7.874 7.864 -8.719
Cl 6.928 5.801 -6.905
H 5.846 6.697 -8.789
C -13.844 -3.121 -4.758
Cl -13.846 -4.511 -5.848
Cl -13.433 -1.644 -5.634
Cl -15.406 -2.956 -3.955
H -13.089 -3.286 -3.999
C 9.654 -2.748 0.242
Cl 10.050 -1.153 -0.414
Cl 9.117 -2.611 1.919
Cl 8.417 -3.534 -0.747
H 10.549 -3.360 0.220
C -10.861 -7.967 6.098
Cl -10.965 -8.934 7.570
Cl -9.824 -8.755 4.906
Cl -12.474 -7.678 5.432
H -10.421 -7.010 6.351
C 5.929 -1.050 5.545
Cl 5.796 -2.023 7.007
Cl 6.958 -1.858 4.360
Cl 4.322 -0.718 4.873
H 6.389 -0.104 5.806
C -5.384 9.068 -2.060
Cl -6.391 9.215 -3.502
Cl -3.899 8.183 -2.426
Cl -5.011 10.661 -1.395
H -5.937 8.509 -1.314
*
```

Properties
- F_max: 3.1 eV/Å
- E_tot: -654265.5827 eV
- HOMO energy: -11.4 eV

Results of the Mulliken charge analysis, in e, for atoms 1 through 2:
1 C 0.19
2 C -0.78

Record 3
Computed, not measured: an isolated ion of composition C7H7N2 and charge +1 at a distorted geometry, with wB97M-V/def2-TZVPD.

The geometry in ORCA input format:
```
! RIJCOSX wB97M-V def2-TZVPD def2/J DEFGRID3
* xyz 1 1
C -1.245 -1.732 -0.292
C -0.465 -2.651 -1.151
C -0.630 -0.665 0.385
C 0.888 -2.458 -1.169
C 0.772 -0.277 0.155
C 1.419 -1.404 -0.513
C 0.270 3.295 0.869
N 0.805 1.049 0.450
N 0.173 1.956 1.115
H -2.340 -1.704 -0.228
H -0.948 -3.562 -1.606
H -1.210 0.038 1.111
H 1.633 -2.987 -1.687
H 0.952 3.783 1.533
H -0.718 3.786 1.138
H 0.645 3.532 -0.110
*
```

Properties
- F_max: 8.9 eV/Å
- E_tot: -10338.1655 eV
- Relative energy (zero: lowest compared OMol25 entry of this formula, charge and spin): 137.7 kcal per mole
- HOMO energy (alpha / beta): -13.7 / -13.7 eV

Results of the Mulliken charge analysis, in e, for atoms 1 through 2:
1 C -0.47
2 C -0.35

Record 4
Computed, not measured: a 12-piece molecular cluster, C3H32N2O12 overall at a distorted geometry, with wB97M-V/def2-TZVPD.

The geometry in ORCA input format:
```
! RIJCOSX wB97M-V def2-TZVPD def2/J DEFGRID3
* xyz 1 2
C -0.443 0.759 0.499
N 0.318 0.144 1.539
C 1.424 0.781 2.100
O 2.522 1.038 1.150
C -0.294 -0.076 -0.892
N -0.966 -1.308 -0.716
H -0.036 1.755 0.250
H -1.529 0.699 0.701
H 0.459 -0.830 1.268
H 1.301 1.712 2.613
H 1.850 0.076 2.830
H 2.686 0.210 0.867
H -0.736 0.579 -1.691
H 0.773 -0.329 -1.100
H -1.066 -1.778 -1.612
H -1.906 -1.274 -0.314
H -2.952 -2.573 1.788
H -1.668 -1.605 1.921
O -2.323 -2.142 2.400
H 1.621 -4.384 -2.500
H 0.709 -3.404 -1.784
O 0.640 -4.194 -2.325
H -4.333 1.305 2.123
H -3.922 2.168 0.782
O -3.946 1.250 1.223
H -2.184 2.848 -0.086
H -2.570 4.411 -0.123
O -2.887 3.553 0.052
H 2.504 -3.171 0.841
H 1.464 -2.149 0.825
O 2.391 -2.280 0.463
H 2.287 2.442 -2.892
H 1.469 1.121 -2.921
O 1.402 2.082 -3.030
H -0.229 4.745 -1.632
H 0.716 3.480 -1.797
O 0.224 4.082 -1.228
H 0.238 -3.589 2.995
H -0.677 -3.365 2.101
O 0.251 -3.209 2.133
H 2.736 2.134 -0.428
H 3.194 1.077 -1.386
O 3.221 2.054 -1.266
H -4.282 -0.506 0.069
H -4.771 -1.688 1.061
O -4.763 -1.306 0.251
H 3.616 -0.926 -1.135
H 4.684 -0.021 -2.000
O 3.782 -0.402 -1.989
*
```

Properties
- F_max: 5.4 eV/Å
- E_tot: -31170.0721 eV
- HOMO energy (alpha / beta): -13.4 / -13.4 eV
- ⟨S²⟩: 0.756

Results of the Mulliken charge analysis, in e, for atoms 1 through 2:
1 C -0.45
2 N 0.36

Record 5
Computed, not measured: C27H34CuN7O4S as an isolated structure, with wB97M-V/def2-TZVPD.

The geometry in ORCA input format:
```
! RIJCOSX wB97M-V def2-TZVPD def2/J DEFGRID3
* xyz 1 2
Cu -0.782 0.154 -1.205
C 2.690 -3.448 2.327
O 1.801 -2.365 2.557
C 1.994 -1.617 3.672
C 2.926 -1.903 4.660
C 3.009 -1.112 5.797
C 2.165 -0.027 5.964
C 1.245 0.275 4.974
C 1.159 -0.499 3.826
N 0.157 -0.182 2.872
C 0.267 -0.132 1.517
N 1.507 -0.002 1.026
C 1.942 -0.206 -0.293
C 1.097 -0.283 -1.388
C 1.651 -0.539 -2.640
C 3.020 -0.696 -2.798
C 3.863 -0.586 -1.701
C 3.329 -0.340 -0.450
O 4.090 -0.264 0.695
C 5.150 0.691 0.665
N -0.794 -0.182 0.745
C -2.081 -0.278 1.349
C -2.626 0.888 1.902
C -3.876 0.909 2.492
C -4.614 -0.267 2.536
C -4.099 -1.425 1.991
C -2.835 -1.464 1.395
O -2.498 -2.689 0.926
C -1.181 -3.037 0.509
H 2.418 -3.856 1.357
H 2.581 -4.222 3.090
H 3.727 -3.106 2.293
H 3.578 -2.760 4.564
H 3.735 -1.359 6.559
H 2.225 0.586 6.852
H 0.576 1.121 5.076
H -0.776 -0.063 3.232
H 2.264 0.003 1.693
H 1.008 -0.625 -3.509
H 3.437 -0.904 -3.775
H 4.932 -0.704 -1.820
H 5.684 0.587 1.606
H 4.751 1.705 0.577
H 5.837 0.509 -0.162
H -2.019 1.785 1.852
H -4.266 1.823 2.923
H -5.584 -0.284 3.016
H -4.658 -2.351 2.030
H -1.226 -4.100 0.285
H -0.449 -2.870 1.301
H -0.877 -2.501 -0.388
N -3.657 2.047 -1.092
C -3.716 0.712 -1.303
N -4.918 0.119 -1.189
O -2.733 0.034 -1.674
H -4.403 2.524 -0.615
H -2.730 2.463 -1.085
H -5.713 0.586 -0.794
H -4.951 -0.880 -1.296
C 1.229 2.166 -4.781
N -0.216 2.154 -4.763
C -0.985 2.252 -6.003
C -2.437 2.344 -5.509
N -2.252 2.554 -4.078
C -0.980 2.391 -3.692
S -0.438 2.515 -2.093
H 1.600 1.344 -5.393
H 1.594 2.052 -3.764
H 1.600 3.107 -5.197
H -0.813 1.379 -6.630
H -0.681 3.143 -6.559
H -2.993 1.424 -5.699
H -2.973 3.179 -5.957
H -3.005 2.601 -3.412
*
```

Properties
- F_max: 0.5 eV/Å
- E_tot: -102642.6870 eV
- Relative energy (zero: lowest compared OMol25 entry of this formula, charge and spin): 0.0 kcal per mole
- HOMO energy (alpha / beta): -10.3 / -10.3 eV
- ⟨S²⟩: 0.754

Results of the Mulliken charge analysis, in e, for atoms 1 through 2:
1 Cu -0.64
2 C -1.14

Record 6
Computed, not measured: C22H41BrNP3SV as an isolated structure at a distorted geometry, with wB97M-V/def2-TZVPD.

The geometry in ORCA input format:
```
! RIJCOSX wB97M-V def2-TZVPD def2/J DEFGRID3
* xyz 3 3
V 0.276 0.667 -0.060
P -1.776 1.930 0.061
P -1.751 -1.607 1.499
P 2.067 1.895 -0.409
H -1.879 -3.739 -0.443
C -1.094 -3.015 -0.650
C 0.245 -3.143 -0.436
H 0.724 -3.159 0.539
C -2.970 1.666 -1.266
C -2.819 1.937 1.546
C -1.156 3.642 -0.022
C -1.321 -3.241 2.231
C -2.055 -0.979 3.210
C -3.560 -1.854 1.174
C 3.431 0.755 -0.787
C 2.597 2.880 1.031
C 2.008 3.098 -1.786
H -1.450 -2.125 -1.194
H 0.972 -2.986 -1.240
H -3.738 2.442 -1.196
H -3.422 0.676 -1.137
H -2.476 1.688 -2.246
H -3.503 2.795 1.461
H -2.213 2.038 2.454
H -3.389 1.003 1.591
H -2.044 4.288 -0.037
H -0.552 3.817 -0.921
H -0.537 3.873 0.860
H -2.166 -3.478 2.895
H -0.403 -3.102 2.824
H -1.158 -4.023 1.493
H -2.702 -1.715 3.710
H -2.570 -0.017 3.201
H -1.104 -0.902 3.743
H -3.876 -2.748 1.733
H -3.750 -2.001 0.107
H -4.108 -0.962 1.510
H 4.348 1.346 -0.852
H 3.214 0.251 -1.728
H 3.475 -0.014 0.004
H 3.546 3.386 0.775
H 2.714 2.209 1.895
H 1.822 3.622 1.288
H 2.835 2.877 -2.493
H 2.060 4.122 -1.384
H 1.054 3.002 -2.338
C 0.576 -0.571 -3.785
C 0.100 -0.210 -5.087
C 0.495 -0.911 -6.206
C 1.304 -2.060 -6.052
C 1.735 -2.457 -4.794
C 1.410 -1.689 -3.658
S 0.098 0.456 -2.485
H 1.125 -0.431 -0.038
H -0.531 0.665 -5.187
H 0.219 -0.568 -7.207
H 1.609 -2.622 -6.938
H 2.366 -3.348 -4.689
H 1.821 -1.938 -2.694
Br 2.974 -2.744 4.132
C 2.128 -1.119 3.624
C 1.808 -0.211 4.611
C 1.015 0.889 4.253
C 0.574 1.041 2.934
N 1.000 0.176 2.005
C 1.734 -0.912 2.312
H 2.113 -0.364 5.621
H 0.679 1.625 4.975
H -0.144 1.833 2.639
H 1.946 -1.629 1.503
*
```

Properties
- F_max: 4.5 eV/Å
- E_tot: -159368.7450 eV
- Relative energy (zero: lowest compared OMol25 entry of this formula, charge and spin): 21.7 kcal per mole
- HOMO energy (alpha / beta): -16.4 / -16.3 eV
- ⟨S²⟩: 2.098

Results of the Mulliken charge analysis, in e, for atoms 1 through 2:
1 V -0.91
2 P 1.14